Here is the molecule C6H13N in a non-equilibrium geometry from OMol25. Energies are from ωB97M-V/def2-TZVPD.

## Properties
Highest occupied orbital energy: -7.53 eV
Relative energy (zero: lowest compared OMol25 entry of this formula, charge and spin): 259.6 kJ/mol
Total energy: -291.0599 a.u.
Orbital gap: 8.669 eV

Structure (ORCA input):
```
! RIJCOSX wB97M-V def2-TZVPD def2/J DEFGRID3
* xyz 0 1
C 0.172 1.463 2.723
C -0.631 0.216 2.245
C -0.402 -0.038 0.793
C 0.564 0.497 0.051
N 0.763 0.301 -1.306
C -0.333 -0.324 -2.066
C -0.073 -1.982 -2.392
H 1.231 1.308 2.869
H -0.279 1.855 3.650
H -0.087 2.209 2.047
H -0.297 -0.585 2.824
H -1.875 0.310 2.404
H -0.648 -1.137 0.513
H 1.212 1.235 0.622
H 1.528 0.670 -1.868
H -0.402 -0.058 -3.114
H -1.351 -0.017 -1.502
H 1.009 -2.286 -2.436
H -0.571 -2.538 -1.564
H -0.590 -2.066 -3.421
*
```

These are the natural (NBO) partial charges, in e, on atoms 1 to 2: -0.63, -0.39